1.
{
  "formula": "C26H22IrN4O8S",
  "method": "ωB97M-V/def2-TZVPD",
  "e_above_lowest_kcal_mol": 12.6,
  "homo_ev": -11.18,
  "spin_multiplicity": 1,
  "charge": 1,
  "species": ["Ir", "S", "C", "C", "C", "N", "C", "C", "C", "C", "C", "N", "C", "C", "H", "H", "H", "H", "H", "H", "H", "H", "O", "C", "O", "C", "C", "C", "C", "O", "C", "O", "C", "C", "H", "H", "H", "H", "H", "O", "C", "O", "C", "C", "C", "C", "O", "C", "O", "C", "C", "H", "H", "H", "H", "H", "N", "N", "H", "H", "H", "H"],
  "coordinates": [[-0.12710, 1.04784, -1.03777], [-0.31277, 1.25685, 5.46785], [-0.21096, 1.44150, 3.69956], [-1.32335, 1.82307, 2.96017], [-1.25565, 1.79124, 1.58481], [-0.13720, 1.43067, 0.93787], [0.97185, 1.14319, 1.64105], [0.96278, 1.14031, 3.01745], [-0.64452, -0.50336, 5.38661], [-1.95270, -0.95108, 5.26948], [-2.16957, -2.31819, 5.16072], [-1.18695, -3.21700, 5.15598], [0.06075, -2.77456, 5.28989], [0.38669, -1.42930, 5.41348], [-2.25723, 2.07903, 3.44010], [-2.12385, 2.02152, 0.98360], [1.84503, 0.87961, 1.05984], [1.86132, 0.86499, 3.55147], [-2.78308, -0.25757, 5.26329], [-3.17863, -2.70503, 5.06782], [0.84113, -3.52771, 5.29660], [1.41716, -1.11865, 5.52424], [3.83291, 1.41927, -1.98848], [2.65655, 1.16760, -2.07339], [1.89043, 1.04155, -1.00205], [2.01874, 0.95802, -3.42490], [2.86873, 0.94613, -4.51934], [2.40794, 0.75191, -5.82471], [1.05822, 0.57905, -5.99180], [0.36044, 0.38156, -7.13772], [-1.01435, 0.24406, -6.77093], [-1.09309, 0.40932, -5.34503], [0.17673, 0.59414, -4.91681], [0.64121, 0.77626, -3.64364], [3.92256, 1.09224, -4.32830], [3.08324, 0.73853, -6.66861], [-1.36479, -0.75227, -7.03635], [-1.60090, 1.02308, -7.25442], [-0.16539, 0.77345, -2.88820], [-3.74353, 0.15328, 0.28633], [-2.65923, 0.04344, -0.23025], [-2.17397, 0.86353, -1.14856], [-1.69394, -1.02601, 0.22676], [-1.86390, -1.62748, 1.45129], [-0.87609, -2.46494, 2.00283], [0.27227, -2.66116, 1.27823], [1.36184, -3.41212, 1.58984], [2.24100, -3.34024, 0.46448], [1.63238, -2.45026, -0.49244], [0.45758, -2.07599, 0.03149], [-0.51218, -1.26185, -0.52929], [-2.76851, -1.41023, 2.00415], [-1.00499, -2.93274, 2.97171], [2.34681, -4.32636, 0.01501], [3.20047, -2.92623, 0.76948], [-0.41373, -1.00695, -1.58294], [-1.08342, 3.75070, -1.60623], [0.13129, 3.02905, -1.40138], [-0.88517, 4.74398, -1.65705], [-1.71043, 3.56605, -0.83477], [0.72172, 3.40537, -0.66181], [0.66139, 3.10591, -2.26627]],
  "forces_ev_per_angstrom": [[0.5, -0.6, -0.2], [0.0, 0.0, 0.0], [0.0, 0.0, -0.1], [0.1, -0.1, 0.0], [-0.1, 0.3, 0.0], [-0.1, -0.2, -0.1], [0.1, -0.2, 0.0], [0.0, 0.0, 0.1], [-0.1, 0.0, 0.0], [0.0, 0.0, 0.0], [0.0, 0.0, 0.1], [0.0, 0.0, 0.2], [0.0, 0.0, 0.1], [0.0, 0.0, 0.0], [0.0, 0.0, 0.0], [0.0, 0.0, 0.0], [0.0, 0.0, 0.0], [0.0, 0.0, 0.0], [0.0, 0.0, 0.0], [0.0, 0.0, 0.0], [0.0, 0.0, 0.0], [0.0, 0.0, 0.0], [-0.1, 0.0, 0.1], [0.1, -0.2, -0.2], [0.0, 0.3, 0.1], [0.0, 0.1, 0.0], [0.0, 0.0, -0.1], [0.0, 0.0, 0.0], [0.0, 0.0, 0.0], [0.1, 0.0, 0.0], [0.0, 0.0, 0.0], [0.0, 0.0, 0.1], [-0.1, 0.0, -0.1], [0.3, 0.0, 0.3], [0.0, 0.0, 0.0], [0.0, 0.0, 0.0], [0.0, 0.0, 0.0], [0.0, 0.0, 0.0], [-0.6, -0.1, 0.0], [-0.1, 0.1, -0.1], [0.0, -0.3, -0.1], [0.1, 0.4, 0.5], [0.1, 0.0, -0.2], [0.1, 0.1, 0.1], [0.1, -0.1, 0.0], [-0.1, 0.1, 0.0], [0.0, 0.0, 0.0], [0.0, 0.0, 0.0], [0.1, 0.0, 0.0], [-0.1, 0.1, 0.0], [0.3, 0.5, 0.2], [0.0, 0.0, 0.0], [0.0, 0.0, -0.3], [0.0, 0.0, 0.0], [0.0, 0.0, 0.0], [-0.2, -0.3, -0.4], [0.0, 0.2, -0.1], [-0.3, 0.1, -0.1], [0.0, 0.1, 0.1], [-0.1, -0.1, 0.0], [0.1, 0.1, 0.1], [0.1, 0.0, -0.1]]
}

=====

2.
{
  "formula": "C4H9N2O",
  "method": "ωB97M-V/def2-TZVPD",
  "e_above_lowest_kcal_mol": 57.1,
  "homo_ev": -14.59,
  "spin_multiplicity": 1,
  "charge": 1,
  "species": ["C", "C", "C", "N", "C", "N", "H", "H", "H", "H", "H", "H", "H", "H", "H", "O"],
  "coordinates": [[-1.06380, 1.43059, 1.48281], [-0.35177, 0.79263, 0.33139], [0.30684, 1.55901, -0.70360], [0.72344, 0.73560, -1.57897], [0.54946, -0.62207, -1.14929], [-0.45090, -0.45909, 0.05891], [-2.03193, 1.82827, 1.15974], [-1.19411, 0.70417, 2.28661], [-0.46275, 2.23516, 1.92035], [0.12014, 2.62234, -0.82934], [1.07601, 0.96644, -2.50318], [1.36331, -0.94368, -0.48694], [0.02765, -2.46876, 0.70225], [0.22244, -1.35254, -1.88051], [0.40291, -3.93391, 0.44607], [0.76305, -3.09416, 0.74369]],
  "forces_ev_per_angstrom": [[0.5, 0.0, 0.4], [-1.6, -0.1, 1.3], [-1.6, 0.4, -0.1], [0.9, -0.3, -1.1], [-2.1, -0.3, 3.0], [2.4, 0.3, -2.1], [0.2, -0.1, 0.1], [-0.2, 0.0, -0.3], [-0.2, 0.0, -0.2], [0.9, 0.0, -0.1], [0.2, 0.2, 0.1], [0.6, -0.4, -0.9], [-0.1, -0.3, 0.2], [0.2, 0.2, -0.2], [0.0, -0.1, 0.1], [0.0, 0.4, -0.3]]
}

=====

3.
{
  "formula": "C4H9NO2",
  "method": "ωB97M-V/def2-TZVPD",
  "smiles": "N[C@@H](C=O)CCO",
  "e_above_lowest_kcal_mol": 72.9,
  "homo_ev": -9.85,
  "spin_multiplicity": 1,
  "charge": 0,
  "species": ["N", "C", "C", "O", "C", "C", "O", "H", "H", "H", "H", "H", "H", "H", "H", "H"],
  "coordinates": [[-1.82426, 0.04029, 0.62385], [-0.84326, 0.15662, -0.43185], [-0.46066, 1.57929, -0.70978], [-0.87190, 2.59816, -0.21135], [0.75050, 0.17734, 0.24362], [1.08316, -1.31817, 0.49357], [1.15618, -2.02300, -0.73509], [-2.20973, 0.97519, 0.75050], [-1.34044, -0.19810, 1.48209], [-1.04535, -0.49727, -1.27087], [0.06495, 1.70843, -1.67813], [1.57398, 0.49088, -0.40066], [0.73093, 0.81207, 1.12527], [2.00467, -1.43060, 1.06419], [0.24032, -1.70784, 1.07128], [0.99090, -1.36327, -1.41664]],
  "forces_ev_per_angstrom": [[0.4, 0.0, -0.3], [2.4, 2.5, 2.5], [-2.5, 0.8, -3.7], [0.1, -0.3, 1.3], [-0.5, -3.0, -0.6], [-0.9, 0.7, 0.5], [0.2, 0.4, 0.2], [-0.1, -0.1, 0.2], [-0.3, -0.1, 0.1], [0.7, 0.0, -0.2], [0.6, -0.3, 0.3], [-0.4, 0.5, -0.3], [-0.2, -0.2, 0.1], [0.1, -0.1, -0.1], [0.2, -0.4, 0.2], [0.1, -0.3, -0.2]]
}

=====

4.
{
  "formula": "C28H39As3Cl5MoN10O",
  "method": "ωB97M-V/def2-TZVPD",
  "homo_ev": [-14.69, -14.69],
  "s_squared": 2.030,
  "spin_multiplicity": 3,
  "charge": 3,
  "species": ["Mo", "Cl", "C", "C", "C", "Cl", "C", "Cl", "C", "Cl", "C", "Cl", "N", "C", "N", "C", "N", "N", "C", "N", "C", "C", "C", "C", "C", "N", "H", "H", "H", "H", "H", "H", "H", "H", "C", "As", "C", "C", "C", "C", "C", "As", "C", "C", "C", "As", "C", "C", "H", "H", "H", "H", "H", "H", "H", "H", "H", "H", "H", "H", "H", "H", "H", "H", "H", "H", "H", "H", "H", "H", "H", "H", "H", "H", "H", "O", "C", "N", "C", "N", "N", "C", "N", "H", "H", "H", "H"],
  "coordinates": [[-1.20272, 0.90795, 0.21675], [-4.91249, 0.89641, -0.05642], [-3.96755, 1.62645, -1.30133], [-2.58616, 1.68037, -1.19498], [-1.89235, 2.36505, -2.15477], [-0.17463, 2.49130, -1.77722], [-2.45734, 2.96747, -3.26709], [-1.47792, 3.78320, -4.39786], [-3.84521, 2.87262, -3.39341], [-4.61406, 3.57754, -4.73458], [-4.59959, 2.21601, -2.40035], [-6.29667, 2.15295, -2.54616], [-0.37719, -1.84357, 2.01832], [-1.38227, -1.17861, 2.60226], [-1.98292, -1.75857, 3.61687], [-2.94576, -1.06169, 4.22692], [-3.60865, -1.61742, 5.21883], [-3.27759, 0.22352, 3.89754], [-2.66590, 0.70374, 2.86677], [-1.73022, 0.05467, 2.10571], [-2.94969, 2.09585, 2.46224], [-3.70793, 2.94870, 3.23766], [-3.87603, 4.25689, 2.80644], [-3.28048, 4.65435, 1.61933], [-2.55162, 3.73423, 0.88960], [-2.38988, 2.47008, 1.30264], [-0.06879, -2.68133, 2.49106], [0.29911, -1.36259, 1.45134], [-3.37109, -2.54801, 5.52463], [-4.30720, -1.09046, 5.71834], [-4.14127, 2.57986, 4.15554], [-4.45863, 4.95581, 3.39110], [-3.37760, 5.66561, 1.25084], [-2.08850, 4.00729, -0.04912], [0.67862, -2.54074, -0.93974], [0.53503, -0.64591, -1.34038], [-0.45156, -0.71590, -3.02622], [2.24914, -0.19670, -2.18974], [3.61801, -0.14785, -1.49411], [4.64476, -0.26974, -2.63526], [3.86616, 1.20736, -0.82521], [2.67417, 1.77577, 0.60815], [3.33025, 3.57714, 0.89941], [3.41507, 0.89414, 2.18813], [3.78600, -1.31850, -0.52125], [5.55873, -1.48473, 0.37584], [6.37955, -2.77800, -0.83949], [4.92624, -2.77989, 1.70224], [1.09291, -3.03021, -1.82131], [-0.31138, -2.93471, -0.71727], [1.34279, -2.73127, -0.10014], [-0.19586, -1.65364, -3.52106], [-0.11877, 0.10655, -3.65754], [-1.52547, -0.64572, -2.87909], [2.05583, 0.73394, -2.73155], [2.27004, -0.99082, -2.94473], [4.46910, 0.48272, -3.40563], [4.60133, -1.25667, -3.09901], [5.65742, -0.12033, -2.25729], [3.84295, 1.99900, -1.57941], [4.86086, 1.22687, -0.37045], [4.39098, 3.52998, 1.14583], [2.79230, 4.04445, 1.72267], [3.19296, 4.16792, -0.00434], [4.49625, 0.80716, 2.07432], [2.99874, -0.10278, 2.33608], [3.20078, 1.50102, 3.06696], [3.58054, -2.25890, -1.04273], [3.05661, -1.23723, 0.29651], [6.74402, -2.28447, -1.73800], [5.68319, -3.57121, -1.11034], [7.23441, -3.21935, -0.32819], [4.27779, -2.28783, 2.42829], [5.78754, -3.17559, 2.23838], [4.39533, -3.60911, 1.23347], [0.45343, 2.62125, 2.38161], [0.15359, 2.06763, 1.43736], [-5.25716, -4.25686, -1.26862], [-4.15988, -3.53978, -1.44675], [-3.33896, -3.81415, -2.46209], [-3.93515, -2.55858, -0.56940], [-3.02607, -1.68595, -0.52599], [-2.27046, -0.79567, -0.42547], [-5.51333, -5.02152, -1.87169], [-5.86902, -4.02339, -0.50373], [-3.53807, -4.54490, -3.12653], [-2.51551, -3.25995, -2.61295]],
  "forces_ev_per_angstrom": [[-0.6, 0.0, -1.0], [0.0, 0.0, 0.0], [-0.1, 0.1, -0.1], [0.1, -0.2, 0.2], [0.0, 0.1, -0.1], [-0.1, 0.0, 0.2], [0.1, 0.0, 0.1], [0.0, 0.0, 0.0], [0.0, 0.0, 0.1], [0.0, 0.0, 0.0], [0.0, 0.0, 0.0], [0.0, 0.0, 0.0], [0.1, -0.1, 0.0], [-0.1, 0.0, 0.0], [0.1, 0.0, -0.1], [-0.1, 0.1, 0.0], [0.0, 0.0, 0.0], [0.1, -0.1, -0.1], [0.0, 0.2, 0.0], [0.0, 0.0, 0.2], [0.0, -0.2, 0.0], [0.0, 0.0, 0.0], [0.0, 0.0, 0.0], [0.0, 0.0, 0.0], [0.0, 0.0, 0.0], [0.0, 0.0, 0.0], [0.0, 0.0, 0.0], [0.0, 0.0, 0.0], [0.0, 0.0, 0.0], [0.0, 0.0, 0.0], [0.0, 0.0, 0.0], [0.0, 0.0, 0.0], [0.0, 0.0, 0.0], [0.0, 0.0, 0.0], [0.0, 0.0, 0.0], [-0.2, 0.1, 0.1], [0.0, 0.0, 0.0], [0.0, 0.0, -0.1], [0.0, 0.0, 0.0], [0.1, 0.0, 0.1], [0.1, 0.0, 0.0], [0.0, -0.1, 0.0], [0.0, 0.0, 0.0], [-0.1, 0.0, 0.0], [-0.1, 0.0, 0.0], [0.0, 0.0, 0.0], [0.0, 0.0, 0.0], [0.0, 0.0, 0.0], [0.0, 0.0, 0.0], [0.0, 0.0, 0.0], [0.0, 0.0, 0.0], [0.0, 0.0, 0.0], [0.0, 0.0, 0.0], [0.0, 0.0, 0.0], [0.0, 0.0, 0.0], [0.0, 0.0, 0.0], [0.0, 0.0, 0.0], [0.0, 0.0, 0.0], [0.0, 0.0, 0.0], [-0.1, 0.0, 0.0], [0.0, 0.0, -0.1], [0.0, 0.0, 0.0], [0.0, 0.0, 0.0], [0.0, 0.0, 0.0], [0.0, 0.0, 0.0], [0.0, 0.0, 0.0], [0.0, 0.0, 0.0], [0.0, 0.0, 0.0], [0.0, 0.0, 0.0], [0.0, 0.0, 0.0], [0.0, 0.0, 0.0], [0.0, 0.0, 0.0], [0.0, 0.0, 0.0], [0.0, 0.0, 0.0], [0.0, 0.0, 0.0], [-0.3, 0.2, 0.1], [0.9, 0.1, 0.4], [0.0, 0.0, 0.0], [0.0, 0.0, -0.1], [0.0, 0.0, 0.0], [-0.1, -0.1, 0.3], [0.0, 0.2, -0.4], [0.1, -0.2, 0.3], [0.0, 0.0, 0.0], [0.0, 0.0, 0.0], [0.0, 0.0, 0.0], [0.0, 0.0, 0.0]]
}

=====

Q: Number 3 is which compound?
A: C4H9NO2

=====

Q: Which formula does entry 2 have?
A: C4H9N2O